The following is a DFT calculation (wB97M-V/def2-TZVPD) of a molecular structure, C23H52AsClNO2 at a distorted geometry.

Geometry as XYZ:
```
80
Properties=species:S:1:pos:R:3:forces:R:3:lowdin_charge:R:1
C 5.94766 1.24461 3.98246 -0.747 -0.406 -0.551 -0.16
C 6.08444 0.97916 2.36702 0.325 0.295 -0.089 -0.28
C 5.97528 2.37125 1.45605 0.438 -0.440 0.685 -0.22
C 6.84887 2.28953 0.06334 -0.490 1.023 -0.683 -0.23
C 5.98538 1.73693 -1.23655 0.249 -1.150 0.461 -0.22
C 5.38170 0.24874 -0.88568 -0.373 -0.084 0.086 -0.24
C 4.85333 -0.60229 -2.18482 -0.087 0.032 -0.454 -0.22
C 4.41738 -2.15551 -1.84694 0.850 0.266 0.222 -0.23
C 3.40847 -2.31869 -0.56631 0.130 -1.137 0.235 -0.22
C 1.80983 -2.24448 -0.91969 -0.591 0.589 0.776 -0.22
C 1.41845 -1.28180 -2.18664 -0.455 0.334 -0.910 -0.23
C -0.16928 -1.45556 -2.68350 0.617 -1.053 0.729 -0.21
C -1.25925 -1.02860 -1.53803 0.225 -0.348 -0.268 -0.23
C -1.58219 0.57656 -1.44229 1.349 0.041 0.913 -0.26
C -2.30732 0.84470 -0.00010 2.006 0.293 0.413 -0.31
As -4.22783 0.16290 0.12432 0.581 0.378 -0.006 0.80
C -5.03621 2.00270 0.03767 -1.950 1.898 -0.229 -0.37
C -4.31319 3.08025 -0.94806 -0.238 0.223 1.953 -0.68
C -3.71159 4.28656 -0.00519 0.275 0.404 0.502 -0.19
Cl -5.68638 3.86225 -1.98641 0.908 -0.319 0.148 0.41
N -4.37042 -0.15719 -1.73333 -2.142 -1.081 -1.885 -0.28
C -5.48518 -1.17547 -2.05412 0.435 0.506 -1.508 -0.36
C -5.07204 -2.72455 -1.71131 -0.724 -0.460 -0.919 -0.16
O -4.07535 0.39796 1.98283 -1.446 -2.254 1.756 -0.49
C -4.79023 -0.66378 2.70771 1.748 1.088 1.741 -0.27
C -3.74148 -1.24715 3.87185 0.663 -0.171 -2.631 -0.34
C -2.31558 -1.61215 3.07947 -0.201 -0.075 0.261 -0.10
O -4.31309 -2.51733 4.36986 1.197 0.044 -1.274 -0.15
H 6.85298 1.87932 4.39716 -1.914 -1.391 -0.820 0.08
H 4.92888 1.79931 4.17903 2.087 -0.910 -0.268 0.08
H 5.84894 0.19008 4.52028 0.470 2.325 -0.989 0.08
H 5.23429 0.24806 1.99840 1.865 1.352 0.883 0.09
H 7.14706 0.48011 2.18260 -2.294 0.957 0.238 0.11
H 4.83185 2.57072 1.26856 2.280 -0.267 0.134 0.12
H 6.39098 3.26903 2.10660 -0.836 -1.831 -1.308 0.11
H 7.83490 1.65670 0.19275 -2.077 1.117 -0.134 0.11
H 7.19379 3.39737 -0.21300 -0.670 -2.342 0.625 0.11
H 6.73406 1.59149 -2.14897 -1.691 0.604 1.794 0.11
H 5.07572 2.44335 -1.50235 2.086 -1.280 0.453 0.12
H 4.46700 0.39059 -0.13470 2.075 -0.360 -1.547 0.10
H 6.23511 -0.37120 -0.34159 -1.816 1.188 -1.052 0.12
H 5.73322 -0.63731 -2.98769 -1.867 0.085 1.639 0.11
H 3.91923 -0.08054 -2.70031 2.060 -0.864 1.175 0.10
H 3.95978 -2.64010 -2.81869 0.818 0.952 2.016 0.11
H 5.43195 -2.73512 -1.62429 -2.155 1.108 -0.345 0.11
H 3.59831 -3.41528 -0.13359 -0.376 2.356 -0.862 0.11
H 3.67437 -1.59083 0.33258 -0.471 -1.384 -2.140 0.10
H 1.28122 -1.76677 0.03861 1.081 -1.083 -2.084 0.11
H 1.34299 -3.34075 -0.99351 1.088 2.410 -0.236 0.12
H 1.63448 -0.14786 -1.91107 -0.503 -2.326 -0.413 0.11
H 2.05589 -1.48860 -3.17076 -1.106 0.199 2.255 0.10
H -0.30087 -2.62822 -2.85002 0.273 2.382 0.230 0.11
H -0.32181 -0.95781 -3.73126 0.208 -0.681 2.078 0.11
H -0.79450 -1.33693 -0.48810 -1.045 0.602 -2.195 0.10
H -2.21448 -1.71005 -1.70936 1.863 1.873 0.441 0.09
H -2.11595 1.03883 -2.37319 0.783 -1.202 1.757 0.09
H -0.51944 1.11802 -1.38050 -1.978 -1.094 -0.261 0.10
H -2.17719 1.95479 0.41444 -0.293 -2.131 -1.133 0.08
H -1.70657 0.17694 0.78842 -1.291 1.421 -1.652 0.06
H -5.67328 -0.40628 0.33071 -0.252 -0.105 0.227 0.00
H -3.62424 -1.26593 0.27122 0.006 -0.386 0.171 -0.02
H -5.14567 2.40645 1.15569 0.450 -0.636 -2.567 0.08
H -6.16135 1.87375 -0.33927 2.419 0.090 0.688 0.06
H -3.55888 2.63983 -1.72618 -1.475 0.894 1.696 0.08
H -4.46141 5.21505 -0.01555 1.844 -2.008 -0.223 0.07
H -2.61868 4.58609 -0.32530 -2.260 -0.321 0.445 0.07
H -3.63612 3.98006 1.14549 -0.181 0.284 -2.672 0.08
H -4.64720 0.67897 -2.28833 0.325 -0.657 0.716 0.04
H -5.60540 -1.11113 -3.24046 0.133 -0.210 2.431 0.10
H -6.53338 -0.83939 -1.62434 1.984 -0.963 -0.449 0.09
H -4.04483 -2.85473 -1.16324 -2.258 0.484 -0.797 0.04
H -5.97985 -3.24476 -1.14901 2.172 0.997 -0.920 0.07
H -4.96151 -3.30017 -2.75084 -0.233 1.156 2.208 0.07
H -5.66942 -0.16475 3.29741 1.134 -1.233 -1.277 0.12
H -5.08751 -1.59442 2.06428 0.345 1.783 0.951 0.10
H -3.52978 -0.45989 4.71742 -0.666 -1.866 -1.424 0.15
H -2.52618 -2.12362 2.02255 0.216 1.298 2.205 0.07
H -1.75169 -2.41604 3.72717 -0.871 1.686 -1.079 0.07
H -1.65018 -0.64651 2.90021 -1.467 -2.161 0.427 0.08
H -4.06386 -3.20954 3.67029 -0.570 1.652 1.492 0.10
```
Forces are in eV/Å.

Results
- Max |F|: 3.20 eV/Å
- Calculated total energy: -3808.29602 a.u.
- Charge: -1
- Lowest unoccupied orbital energy: 2.42 eV

The following is a DFT calculation (wB97M-V/def2-TZVPD) of a molecular structure, C23H52B2MgO12S4 at a distorted geometry.

Geometry as XYZ:
```
94
Properties=species:S:1:pos:R:3:forces:R:3:lowdin_charge:R:1
Mg 23.43748 12.83147 -13.19729 -0.369 1.821 -0.137 0.35
B 24.78634 11.48004 -12.41172 1.626 -1.936 0.578 -0.39
H 24.20874 10.58903 -12.86981 -0.684 -1.071 -0.295 0.00
H 24.99370 12.20096 -13.25843 1.903 0.749 -1.560 -0.02
H 24.13015 12.04332 -11.68424 -0.836 0.441 1.986 -0.01
H 25.77324 11.10817 -11.93449 1.080 -0.089 0.443 0.02
B 21.52112 12.50670 -12.42584 -1.871 0.051 1.212 -0.36
H 20.36967 12.44810 -12.37337 -1.196 -0.178 -0.009 0.02
H 21.80594 13.44803 -12.99737 -0.349 2.209 -1.218 -0.02
H 22.01254 12.64701 -11.38593 0.422 -0.055 1.271 -0.02
H 21.99927 11.65239 -12.98537 0.188 -2.085 -0.473 -0.03
C 22.33390 8.36364 -11.78624 0.002 -0.633 0.104 -0.01
C 22.09278 8.82894 -10.35915 0.469 -0.371 -0.248 -0.27
C 21.18489 10.05790 -10.15978 0.700 -0.724 -1.240 -0.08
O 20.20506 9.60071 -9.24118 0.029 0.398 -0.116 0.08
C 20.44861 8.31844 -8.88911 -0.488 0.337 1.002 -0.58
O 19.88726 7.79952 -7.97076 0.039 -0.283 -0.481 0.15
O 21.40254 7.77220 -9.64141 0.311 0.254 -0.153 0.09
H 22.70946 9.14340 -12.44372 -0.142 0.193 0.132 0.06
H 21.44985 7.88855 -12.21444 -0.229 0.399 0.012 0.10
H 23.07536 7.55981 -11.77011 0.122 0.110 0.059 0.09
H 23.06809 8.93131 -9.88338 -0.083 0.178 0.206 0.12
H 20.81645 10.29602 -11.15897 -0.779 0.180 0.334 0.11
H 21.70910 10.94948 -9.82389 -0.062 -0.121 0.406 0.12
C 27.41175 9.05005 -10.67246 0.531 -0.191 -0.464 -0.01
C 26.98276 10.17117 -9.77597 -0.746 0.197 -0.355 -0.50
O 27.75607 11.04255 -9.45606 0.194 0.204 0.168 0.06
C 25.55233 10.17035 -9.30084 -0.038 -0.001 0.228 -0.02
H 28.24256 9.37222 -11.30206 0.118 0.064 0.217 0.07
H 26.65470 8.67295 -11.35874 -0.325 -0.010 0.374 0.09
H 27.78242 8.24959 -10.02701 -0.111 -0.153 -0.109 0.10
H 25.43808 10.91221 -8.51655 0.058 -0.192 0.208 0.07
H 25.25890 9.17617 -8.96014 0.017 0.000 0.109 0.09
H 24.86786 10.45981 -10.10246 0.278 -0.149 -0.146 0.05
C 23.31205 14.35897 -8.18320 1.238 0.518 1.501 -0.22
C 24.44355 13.41086 -8.61189 -0.458 0.401 -1.431 -0.19
C 25.22248 14.29389 -9.58806 0.872 0.465 -0.435 -0.20
S 23.99619 15.19407 -10.59360 0.446 0.323 1.267 0.75
O 23.73517 14.46935 -11.81768 0.269 0.697 0.249 -0.36
O 24.32847 16.61103 -10.64860 -0.215 -0.985 -0.308 -0.32
C 22.65883 14.92595 -9.41511 -0.978 -0.589 -0.299 -0.20
H 23.83183 15.17145 -7.65536 -0.120 0.124 -0.060 0.12
H 22.64673 13.98022 -7.40754 -0.338 -0.338 -0.487 0.12
H 24.04332 12.57957 -9.19672 -0.043 -0.201 0.275 0.10
H 25.10375 13.05061 -7.82958 -0.182 0.033 0.196 0.12
H 25.95692 13.85935 -10.26911 -0.402 -0.509 -0.110 0.10
H 25.80848 15.03782 -9.04313 -0.351 0.269 0.044 0.11
H 21.97539 14.17691 -9.82646 0.172 0.071 -0.345 0.10
H 22.07605 15.82834 -9.24644 0.304 0.197 -0.082 0.11
C 24.12908 17.60747 -16.39966 0.295 0.354 -0.948 -0.23
C 25.14906 17.83565 -15.28410 0.819 0.684 0.388 -0.20
C 25.66880 16.51473 -14.70227 -0.668 -0.157 0.329 -0.19
S 24.63308 15.21398 -15.43127 1.047 0.247 0.073 0.74
O 24.14071 14.30011 -14.41108 -0.279 0.918 -0.900 -0.35
O 25.38411 14.62923 -16.51106 -0.295 -0.253 -0.405 -0.30
C 23.36402 16.33931 -16.09974 -0.116 -0.033 1.365 -0.20
H 24.60786 17.54716 -17.38108 0.252 -0.296 0.158 0.12
H 23.49240 18.48594 -16.51223 -0.308 -0.201 0.285 0.12
H 24.77806 18.49365 -14.49556 -0.494 -0.390 0.075 0.12
H 25.99726 18.42187 -15.64389 -0.008 -0.208 -0.311 0.12
H 25.55371 16.40735 -13.62347 -0.089 0.161 -0.009 0.09
H 26.71335 16.32480 -14.93508 -0.111 -0.363 -0.250 0.09
H 22.73158 16.55122 -15.23132 -0.230 -0.284 -0.093 0.12
H 22.77975 15.88514 -16.89308 0.193 -0.118 -0.077 0.11
C 29.58566 11.99654 -12.10978 0.192 0.572 -0.292 -0.20
C 29.33614 11.39633 -13.51024 -0.365 -0.163 0.195 -0.21
C 28.02166 11.98561 -14.00440 -0.103 0.897 -0.003 -0.20
S 28.05290 13.74814 -13.45104 0.875 -1.192 -0.720 0.71
O 26.78611 14.14942 -12.88745 0.237 0.266 0.132 -0.32
O 28.63634 14.50568 -14.55156 -0.507 -0.020 0.531 -0.34
C 29.36449 13.51447 -12.19791 -0.662 0.135 -0.533 -0.19
H 30.63221 11.85043 -11.84777 -0.115 -0.300 0.361 0.12
H 28.91423 11.53902 -11.38587 0.175 0.079 0.139 0.08
H 29.18575 10.32131 -13.40122 0.236 -0.056 -0.097 0.10
H 30.18303 11.55315 -14.17664 -0.084 0.196 -0.079 0.12
H 27.18353 11.44583 -13.56936 -0.142 0.348 0.205 0.07
H 27.85825 12.09390 -15.07565 0.268 -0.248 -0.081 0.10
H 29.01318 14.06315 -11.32647 0.134 -0.363 0.284 0.10
H 30.23896 14.01206 -12.61196 -0.035 0.078 -0.035 0.10
C 24.41953 10.79787 -17.95917 0.085 -1.291 -0.363 -0.21
C 25.39545 10.50886 -16.80045 -0.225 -0.245 0.310 -0.21
C 24.66215 9.69356 -15.74171 -1.682 1.283 -0.128 -0.16
S 23.03192 10.60542 -15.65358 0.713 -1.376 -1.223 0.78
O 23.19934 11.76722 -14.80810 -0.439 -0.380 -1.570 -0.39
O 21.96352 9.63895 -15.46670 0.549 1.069 0.220 -0.30
C 23.04275 11.18450 -17.42606 -0.238 0.216 1.204 -0.17
H 24.20814 9.87486 -18.50844 0.470 -0.128 0.004 0.11
H 24.92785 11.44038 -18.67427 -0.517 0.509 0.086 0.12
H 25.70650 11.47645 -16.40365 0.199 -0.100 0.238 0.11
H 26.26740 9.93082 -17.10376 0.083 0.277 -0.321 0.12
H 25.05568 9.68586 -14.72901 0.140 -0.003 -0.035 0.09
H 24.33156 8.71400 -16.08164 0.321 -0.147 -0.003 0.11
H 22.77435 12.23931 -17.43911 0.261 0.066 0.178 0.10
H 22.20500 10.62669 -17.83689 0.175 -0.057 -0.303 0.10
```
Forces are in eV/Å.

Results
- Max |F|: 2.59 eV/Å
- Energy above the lowest of the compared OMol25 structures with the same formula, charge and spin: 23.1 kcal/mol
- Calculated total energy: -3652.92072 a.u.
- Lowest unoccupied orbital energy: 0.20 eV